No. 1
Here is C28H56MnO21 as an isolated structure at a distorted geometry from the OMol25 dataset. Energies are from the ωB97M-V functional and the def2-TZVPD basis.

gap between HOMO and LUMO (alpha / beta)	11.30 / 11.79	eV
ΔE to the lowest compared entry with this formula, charge and spin	0.4124	eV

```
! RIJCOSX wB97M-V def2-TZVPD def2/J DEFGRID3
* xyz 2 6
Mn -0.25483 -0.11134 -0.07300
C -4.12010 -3.83814 -3.54208
C -2.71160 -3.33520 -3.87144
O -2.19117 -2.37583 -2.92922
C -1.76827 -2.71500 -1.73568
O -1.20347 -1.96471 -0.98439
O -1.90867 -4.01860 -1.51401
C -1.28532 -4.59220 -0.37891
H -4.83629 -3.04580 -3.77911
H -4.11260 -4.04662 -2.47808
H -4.42430 -4.60414 -4.25157
H -2.55439 -2.89872 -4.85409
H -2.06099 -4.21388 -3.89104
H -1.26547 -3.92838 0.48802
H -0.26062 -4.84795 -0.65672
H -1.75913 -5.50209 -0.01665
C 4.32754 -4.16921 -0.46127
C 3.30258 -3.05116 -0.24101
O 2.45836 -3.48213 0.79065
C 1.36780 -2.78149 1.15482
O 0.98834 -1.78074 0.62714
O 0.82931 -3.34891 2.20659
C 1.04522 -4.72886 2.53486
H 5.08758 -3.97438 -1.21172
H 3.73795 -5.05980 -0.68230
H 4.84048 -4.33013 0.48866
H 2.79604 -2.86089 -1.18792
H 3.87926 -2.14198 -0.04191
H 2.10026 -4.99081 2.59444
H 0.60991 -5.34589 1.74926
H 0.58583 -4.84970 3.50948
C 2.80157 4.72626 -2.27400
C 2.74717 4.38963 -0.80378
O 1.92586 3.24407 -0.55624
C 2.43097 2.08350 -0.19683
O 1.73559 1.13832 0.09723
O 3.73931 2.08145 -0.11019
C 4.42761 0.95151 0.41098
H 3.58048 4.13515 -2.76025
H 2.98390 5.79599 -2.38027
H 1.89236 4.55187 -2.84974
H 2.38731 5.25704 -0.24512
H 3.74851 4.27084 -0.39135
H 4.36026 0.87648 1.49584
H 5.46134 1.08087 0.11153
H 3.99702 0.01423 0.06059
C -2.25093 3.54353 -2.83515
C -1.01518 4.04459 -2.07663
O -1.25618 3.98200 -0.67670
C -1.43831 2.88456 0.02080
O -1.11227 1.76802 -0.32201
O -2.01472 3.09858 1.16199
C -2.51722 4.38110 1.53300
H -2.21586 3.76681 -3.90241
H -3.15408 3.94951 -2.38634
H -2.27732 2.45195 -2.83637
H -0.86283 5.10301 -2.27844
H -0.10509 3.50555 -2.33285
H -1.69024 5.07235 1.67053
H -3.14459 4.25162 2.40976
H -3.19873 4.82217 0.80236
C 2.56540 -0.68963 4.73326
C 2.45262 0.39037 3.65509
O 1.30212 1.19906 3.94247
C 0.25995 1.09081 3.14295
O 0.17978 0.38155 2.17539
O -0.78622 1.76740 3.58400
C -0.83203 2.30889 4.92069
H 3.54875 -1.14543 4.78126
H 1.82097 -1.46089 4.50693
H 2.16503 -0.33335 5.68235
H 2.40378 -0.07097 2.66665
H 3.31933 1.04129 3.54263
H -1.28776 1.50070 5.48738
H -1.33770 3.26700 5.00958
H 0.18003 2.53370 5.25909
C -4.77364 1.86942 4.04666
C -4.54476 0.51955 3.40909
O -3.45666 0.64305 2.45016
C -3.09760 -0.41761 1.77139
O -2.21546 -0.39480 0.95554
O -3.87101 -1.46332 2.03834
C -3.91742 -2.56274 1.13686
H -3.94326 2.25618 4.63440
H -5.68503 1.88104 4.64005
H -4.92985 2.57267 3.22314
H -5.47664 0.22446 2.93080
H -4.22406 -0.25030 4.10829
H -4.93228 -2.50586 0.73512
H -3.79675 -3.51893 1.64088
H -3.24599 -2.54913 0.28044
C 2.26107 -1.85969 -3.53112
C 2.83444 -0.47444 -3.19786
O 1.93662 0.48728 -3.73553
C 0.82795 0.78431 -3.08997
O 0.43900 0.29240 -2.07058
O 0.09808 1.62453 -3.80107
C 0.73265 2.43441 -4.81122
H 1.93724 -1.96664 -4.56582
H 1.44046 -2.14174 -2.86832
H 2.97720 -2.67923 -3.41296
H 3.80968 -0.42293 -3.67635
H 2.98612 -0.34897 -2.12471
H 0.07347 3.24663 -5.10038
H 0.96539 1.78026 -5.64772
H 1.63207 2.87178 -4.37905
*
```

Mulliken atomic charge list, values in e, 6 entries:
1 Mn 1.775
2 C -1.048
3 C -0.392
4 O -0.177
5 C 0.088
6 O 1.016


No. 2
Here is a 8-piece molecular cluster, C28H56NO16S5 overall at a distorted geometry from the OMol25 dataset. Energies are from the ωB97M-V functional and the def2-TZVPD basis.

gap between HOMO and LUMO	10.07	eV
ΔE to the lowest compared entry with this formula, charge and spin	5.0566	eV

```
! RIJCOSX wB97M-V def2-TZVPD def2/J DEFGRID3
* xyz 1 1
N -12.18818 -13.86703 -4.81116
H -11.63683 -14.67229 -5.17816
H -11.42278 -13.34402 -4.38261
H -13.09644 -14.08180 -4.17467
H -12.54228 -13.28050 -5.62986
C -6.89312 -11.46775 -7.25757
C -8.27670 -11.26780 -6.67884
C -9.15055 -12.54980 -6.68899
O -9.20805 -12.88267 -5.28505
C -8.41556 -12.04485 -4.53161
O -8.39030 -12.20279 -3.28830
O -7.91113 -11.14422 -5.26784
H -6.32894 -12.26186 -6.92048
H -6.17698 -10.61054 -7.22159
H -6.99589 -11.40806 -8.31576
H -8.83612 -10.53942 -7.02042
H -8.82515 -13.25188 -7.34973
H -10.26827 -12.36839 -7.01594
C -9.82665 -17.44703 -10.44829
C -10.16710 -17.78052 -9.06636
C -9.25658 -16.86100 -8.20513
O -10.18000 -16.30940 -7.29272
C -11.41938 -16.59964 -7.62898
O -12.35480 -16.17392 -7.00866
O -11.39226 -17.37859 -8.70293
H -10.43519 -17.81711 -11.20784
H -8.80938 -17.82998 -10.78629
H -10.01831 -16.39956 -10.72248
H -9.85491 -18.85592 -8.76308
H -8.77776 -15.93626 -8.71954
H -8.28507 -17.07022 -7.75235
C -11.24308 -13.39140 -0.32260
C -11.12350 -11.93192 -0.71190
C -12.47962 -11.31596 -0.35547
S -13.48267 -12.56789 -1.17367
O -13.37890 -12.50500 -2.62437
O -14.78421 -12.64636 -0.61153
C -12.47749 -13.97327 -0.77606
H -11.18672 -13.60247 0.77351
H -10.52295 -14.04800 -0.82482
H -10.95918 -11.94005 -1.83295
H -10.43432 -11.38547 -0.15813
H -12.84696 -10.27304 -0.78184
H -12.74638 -11.26142 0.46664
H -12.44841 -14.53919 -1.57541
H -12.83281 -14.49578 0.10482
C -7.22064 -16.64563 -4.55602
C -7.03174 -15.30644 -3.75504
C -7.63779 -15.43914 -2.23087
S -9.13100 -16.28123 -2.64546
O -10.17629 -15.24373 -3.02443
O -9.29543 -17.24841 -1.64127
C -8.60879 -17.11126 -4.17870
H -6.47691 -17.29807 -4.41420
H -7.17625 -16.27673 -5.74568
H -7.46070 -14.67137 -4.48632
H -5.78980 -15.41985 -3.70763
H -7.88867 -14.51278 -1.82200
H -6.83014 -16.05264 -1.60135
H -9.31027 -16.62730 -4.80971
H -8.69327 -18.04199 -4.09327
C -12.26482 -14.10000 -11.65142
C -13.46819 -14.73072 -10.97561
C -14.03857 -13.89718 -9.92838
S -12.82845 -12.67795 -9.42379
O -12.37195 -13.11095 -8.15128
O -13.27502 -11.26805 -9.70550
C -11.62066 -13.14174 -10.60444
H -12.37656 -13.42637 -12.71692
H -11.57460 -14.76284 -11.97948
H -13.21793 -15.72641 -10.83440
H -14.16517 -14.93211 -11.87252
H -14.38112 -14.43172 -8.89904
H -14.90651 -13.17389 -10.15916
H -10.74827 -13.51450 -10.02970
H -11.23039 -12.31975 -11.11222
C -19.05615 -14.72166 -3.75717
C -18.79235 -13.28228 -4.26473
C -17.48083 -13.01571 -3.47731
S -16.65858 -14.41116 -2.90306
O -16.76492 -14.64151 -1.51471
O -15.43001 -14.65687 -3.64126
C -17.70060 -15.38774 -3.77570
H -19.70658 -15.30436 -4.37963
H -19.37085 -14.64925 -2.61754
H -19.67769 -12.64336 -4.14811
H -18.77958 -13.42521 -5.49734
H -17.80006 -12.30794 -2.83553
H -17.11305 -12.31692 -4.02902
H -17.74414 -16.34598 -3.48855
H -17.43473 -15.60592 -4.84630
C -12.58312 -18.36375 -1.01921
C -14.00936 -17.97820 -0.76626
C -14.56710 -17.23896 -2.00035
S -13.54299 -17.71529 -3.38387
O -12.82713 -16.55072 -3.82214
O -14.29943 -18.53775 -4.30425
C -12.43506 -18.84415 -2.52423
H -12.12971 -18.99386 -0.18041
H -11.95122 -17.41683 -1.04364
H -14.13102 -17.28173 0.12766
H -14.38025 -18.75130 -0.63468
H -14.47386 -16.22169 -2.02795
H -15.54085 -17.48401 -2.19434
H -11.29700 -18.95980 -2.59669
H -12.90451 -20.01723 -2.55652
*
```

Mulliken atomic charge list, values in e, 6 entries:
1 N 0.481
2 H -0.207
3 H 0.089
4 H 0.132
5 H 0.380
6 C -1.505


- Which of these has the lowest ΔE to the lowest compared entry with this formula, charge and spin?
  C28H56MnO21


- What is the ΔE to the lowest compared entry with this formula, charge and spin in the second record?
  5.0566 eV